# 1
Computed, not measured: 2 unconnected molecules or ions with the total composition C4H13N3OS in a non-equilibrium geometry, with ωB97M-V/def2-TZVPD.

Geometry as ORCA input:
```
! wB97M-V def2-TZVPD RIJCOSX def2/J DEFGRID3
* xyz 0 3
C -1.52 0.19 1.43
C -2.44 1.15 -0.67
C -2.79 -1.25 -0.08
C -2.23 0.05 0.33
N 1.60 -0.77 -0.80
N 4.40 -0.43 -0.25
N 3.49 -0.08 0.80
O 2.27 1.69 -0.42
S 1.85 0.14 0.41
H -1.15 1.22 1.77
H -1.41 -0.54 2.30
H 1.44 2.20 -0.29
H -1.86 0.99 -1.59
H -2.14 2.06 -0.27
H -3.49 1.32 -0.95
H -2.28 -1.63 -0.98
H -2.62 -2.07 0.67
H -3.82 -1.20 -0.42
H 0.75 -1.25 -0.79
H 4.32 0.22 -0.92
H 4.12 -1.29 -0.81
H 3.50 -0.73 1.53
*
```

The expectation value of S² is 2.006. As for the relative energy (zero: lowest compared OMol25 entry of this formula, charge and spin): 0.334 eV.

These are the Löwdin partial charges, in e, on atoms 1 to 4: atom 1 (C): -0.03, atom 2 (C): -0.06, atom 3 (C): -0.08, atom 4 (C): -0.45


# 2
Computed, not measured: a molecular structure, C28H24AsCl2CrN5S4, with ωB97M-V/def2-TZVPD.

Geometry as ORCA input:
```
! wB97M-V def2-TZVPD RIJCOSX def2/J DEFGRID3
* xyz -1 2
Cr -1.66 1.80 -0.07
S -1.51 0.11 1.41
C -1.70 -1.43 0.53
C -2.18 -2.55 1.20
C -2.33 -3.76 0.55
C -1.99 -3.88 -0.79
C -1.50 -2.78 -1.48
C -1.35 -1.57 -0.82
As -0.67 0.04 -1.63
C -0.94 -0.22 -3.54
C -2.09 0.32 -4.12
C -2.32 0.13 -5.48
C -1.41 -0.58 -6.25
C -0.27 -1.11 -5.67
C -0.03 -0.93 -4.31
C 1.25 -0.20 -1.51
C 2.06 0.82 -2.01
C 3.43 0.74 -1.90
C 4.02 -0.35 -1.26
C 3.21 -1.36 -0.75
C 1.83 -1.29 -0.88
H -2.46 -2.45 2.25
H -2.73 -4.61 1.09
H -2.12 -4.83 -1.31
H -1.24 -2.86 -2.53
H -2.80 0.86 -3.52
H -3.21 0.55 -5.93
H -1.59 -0.72 -7.31
H 0.44 -1.67 -6.27
H 0.86 -1.34 -3.86
H 1.60 1.69 -2.47
H 4.05 1.54 -2.28
H 5.09 -0.41 -1.16
H 3.67 -2.21 -0.26
H 1.21 -2.09 -0.49
S -1.86 3.38 1.55
C -1.19 4.78 0.80
C -1.17 5.99 1.58
N -1.15 6.95 2.21
C -0.66 4.76 -0.45
S -0.73 3.32 -1.41
C -0.07 5.93 -1.03
N 0.43 6.84 -1.52
Cl 2.20 4.78 2.13
C 2.54 3.06 2.35
Cl 1.69 2.06 1.15
H 2.18 2.75 3.33
H 3.60 2.90 2.22
N -4.28 1.01 -1.63
C -3.34 1.32 -1.04
C -0.70 -1.64 5.79
N 0.08 -1.48 4.59
C 0.62 -2.62 3.88
C 1.29 -1.95 2.69
N 1.58 -0.63 3.23
C 0.73 -0.33 4.25
S 0.52 1.16 4.96
H -1.55 -2.29 5.59
H -1.05 -0.67 6.11
H -0.10 -2.08 6.59
H -0.17 -3.31 3.59
H 1.34 -3.16 4.51
H 0.60 -1.88 1.84
H 2.20 -2.46 2.37
H 1.80 0.13 2.60
*
```

The expectation value of S² is 0.774. As for the relative energy (zero: lowest compared OMol25 entry of this formula, charge and spin): 0.041 eV.

These are the Löwdin partial charges, in e, on atoms 1 to 4: atom 1 (Cr): -0.35, atom 2 (S): 0.61, atom 3 (C): -0.64, atom 4 (C): -0.13


# 3
Computed, not measured: 7 unconnected molecules or ions with the total composition C21H58N2O9 in a non-equilibrium geometry, with ωB97M-V/def2-TZVPD.

Geometry as ORCA input:
```
! wB97M-V def2-TZVPD RIJCOSX def2/J DEFGRID3
* xyz 0 1
C 1.84 1.30 -4.25
O 0.54 1.39 -3.72
C -0.02 0.03 -3.71
C -1.51 0.15 -3.56
N -2.09 1.10 -4.43
C -3.55 1.23 -4.16
C -4.26 2.24 -5.04
O -4.82 1.72 -6.23
C -3.98 1.66 -7.35
H 1.84 1.29 -5.39
H 2.36 0.34 -4.04
H 2.50 2.11 -3.97
H 0.53 -0.54 -2.92
H 0.27 -0.44 -4.63
H -1.64 0.30 -2.48
H -1.89 -0.86 -3.85
H -1.64 1.97 -4.22
H -3.82 1.58 -3.18
H -4.01 0.22 -4.34
H -3.57 3.15 -5.26
H -5.07 2.73 -4.45
H -3.21 0.90 -7.13
H -3.58 2.65 -7.60
H -4.58 1.30 -8.19
C 3.40 -4.04 0.34
O 2.53 -3.36 1.12
C 3.08 -3.13 2.39
C 1.93 -2.73 3.34
N 1.19 -3.89 3.81
C 0.51 -3.76 5.10
C -0.72 -2.91 5.06
O -1.66 -3.50 4.21
C -2.98 -3.13 4.46
H 3.71 -4.97 0.78
H 4.36 -3.59 0.38
H 3.15 -4.20 -0.68
H 3.68 -2.18 2.36
H 3.66 -4.00 2.70
H 1.31 -1.82 2.96
H 2.41 -2.30 4.24
H 0.67 -4.43 3.12
H 1.16 -3.28 5.88
H 0.21 -4.73 5.47
H -0.60 -1.85 4.64
H -1.08 -2.77 6.10
H -3.67 -3.59 3.73
H -3.13 -1.99 4.30
H -3.31 -3.38 5.47
C 1.11 1.06 -0.42
O 1.60 2.35 -0.10
H 0.84 0.56 0.57
H 0.27 1.11 -1.14
H 1.89 0.48 -0.87
H 0.87 3.01 -0.04
C -0.80 1.91 2.72
C -0.21 0.91 3.78
O 1.00 1.40 4.33
H -1.89 1.99 2.96
H -0.63 1.65 1.71
H -0.37 2.94 2.81
H -0.05 0.00 3.26
H -0.87 0.75 4.64
H 1.72 1.70 3.71
C 4.77 0.50 1.94
C 4.29 1.94 1.90
O 2.95 2.15 2.35
H 5.86 0.58 1.76
H 4.33 -0.15 1.15
H 4.65 -0.03 2.91
H 4.37 2.27 0.84
H 4.92 2.63 2.43
H 2.41 2.37 1.59
C -1.39 4.24 -2.32
C -0.67 4.90 -1.18
O -0.53 3.96 -0.16
H -2.41 3.95 -1.97
H -0.94 3.32 -2.58
H -1.45 4.96 -3.08
H -1.17 5.78 -0.74
H 0.35 5.25 -1.53
H -1.13 4.16 0.56
C -1.19 -2.24 -0.90
C -0.92 -2.80 0.48
O -1.44 -1.95 1.52
H -0.67 -1.31 -1.13
H -2.26 -2.03 -0.91
H -0.93 -3.00 -1.63
H 0.14 -3.01 0.66
H -1.47 -3.75 0.60
H -1.44 -2.48 2.32
*
```

Its SMILES is COCCNCCOC.COCCNCCOC.CCO.CCO.CCO.CCO.CO. As for the relative energy (zero: lowest compared OMol25 entry of this formula, charge and spin): 4.692 eV.

These are the Löwdin partial charges, in e, on atoms 1 to 4: atom 1 (C): -0.14, atom 2 (O): -0.22, atom 3 (C): -0.20, atom 4 (C): -0.26


# 4
Computed, not measured: a single C26H30O7 molecule, with ωB97M-V/def2-TZVPD.

Geometry as ORCA input:
```
! wB97M-V def2-TZVPD RIJCOSX def2/J DEFGRID3
* xyz 0 1
C 6.46 1.54 5.50
H 7.07 1.18 6.33
O 5.43 0.59 5.34
C 4.55 0.81 4.31
C 3.20 0.87 4.62
C 2.26 1.06 3.63
C 2.64 1.22 2.30
C 4.01 1.16 1.97
C 4.96 0.91 2.97
O 6.31 0.76 2.65
C 6.78 -0.56 2.81
H 7.84 -0.53 2.57
H 6.64 -0.92 3.83
H 6.26 -1.24 2.12
O 4.28 1.30 0.65
C 5.58 1.58 0.18
H 6.07 2.35 0.79
H 5.45 1.94 -0.84
H 6.21 0.68 0.16
C 1.70 1.48 1.23
C 0.46 1.00 1.04
C -0.20 1.39 -0.23
O 0.02 2.46 -0.76
C -1.08 0.36 -0.84
C -1.74 0.68 -1.96
C -2.65 -0.15 -2.73
C -2.42 -0.34 -4.08
C -3.25 -1.13 -4.86
C -4.35 -1.75 -4.28
C -4.64 -1.54 -2.92
C -3.80 -0.73 -2.15
O -3.99 -0.42 -0.83
C -5.26 -0.51 -0.23
H -6.02 -0.01 -0.82
H -5.55 -1.55 -0.06
H -5.15 0.00 0.73
O -5.71 -2.16 -2.30
C -6.97 -2.08 -2.93
H -7.70 -2.28 -2.14
H -7.08 -2.83 -3.72
H -7.15 -1.09 -3.35
O -5.18 -2.60 -4.96
C -4.91 -2.86 -6.32
H -4.98 -1.95 -6.92
H -5.69 -3.56 -6.64
H -3.93 -3.32 -6.45
H -3.02 -1.27 -5.90
H -1.56 0.13 -4.53
H -1.53 1.66 -2.38
C -1.13 -0.95 -0.13
C -1.43 -0.67 1.34
C -0.25 0.06 1.98
H -0.61 0.62 2.85
H 0.49 -0.67 2.35
H -1.62 -1.60 1.88
H -2.33 -0.06 1.39
H -1.88 -1.60 -0.57
H -0.16 -1.45 -0.22
H 2.09 2.10 0.43
H 1.22 1.13 3.90
H 2.91 0.78 5.66
H 7.08 1.65 4.61
H 6.04 2.52 5.76
*
```

Its SMILES is COc1ccc(/C=C2\CCC/C(=C\c3ccc(OC)c(OC)c3OC)C2=O)c(OC)c1OC. As for the relative energy (zero: lowest compared OMol25 entry of this formula, charge and spin): 1.080 eV.

These are the Löwdin partial charges, in e, on atoms 1 to 4: atom 1 (C): -0.06, atom 2 (H): 0.09, atom 3 (O): -0.10, atom 4 (C): -0.22